{"formula": "C4H14NO3", "method": "ωB97M-V/def2-TZVPD", "symbols": ["C", "N", "C", "C", "C", "O", "H", "H", "H", "H", "H", "H", "H", "H", "H", "H", "H", "H", "O", "H", "H", "O"], "positions_angstrom": [[-0.13716, 2.20171, 1.09932], [-0.85098, 1.77463, -0.14864], [0.54146, 1.58346, -2.12995], [-0.21688, 0.81977, -1.06671], [0.67164, -0.20779, -0.37505], [0.17111, -1.38107, 0.46971], [0.93109, 2.40120, 0.83206], [-0.22584, 1.54921, 1.96880], [-0.65333, 3.25837, 1.48661], [-1.69721, 1.38208, 0.28213], [-0.05157, 2.37280, -2.55382], [1.49633, 1.86040, -1.72222], [0.81344, 0.92374, -3.01088], [-1.08134, 0.20156, -1.53936], [1.33682, -0.63874, -1.15268], [1.35576, 0.46960, 0.27605], [1.00466, -1.11501, 3.36573], [0.50655, -0.83687, 1.93356], [0.58790, -0.39311, 2.84485], [-0.34800, -4.41960, -1.05030], [-0.67030, -2.83832, -0.60837], [-0.99834, -3.64778, -1.14362]], "forces_ev_per_angstrom": [[-0.4455, 2.7995, -0.4166], [-1.1225, 0.4204, 1.9667], [0.3535, -1.8618, -1.3323], [-2.2158, -1.9196, 0.1644], [1.4429, -1.8383, 2.1797], [0.4265, 3.0285, -2.2236], [-0.8586, 0.0069, 0.6191], [0.3081, -0.3488, -0.3694], [1.3681, -2.3756, -1.1732], [0.3249, -0.1833, -0.9950], [-0.0453, 0.6869, 0.2005], [0.4432, 0.8266, 0.1734], [-0.3591, 0.3843, 0.9696], [1.1838, 1.1897, 0.5510], [-0.1947, 0.1322, 0.1744], [-0.6505, -1.2558, -0.7158], [-0.4406, 0.8479, -0.4011], [-0.5351, 0.0423, -0.5066], [0.7783, -1.0097, 0.8461], [-1.2749, 2.2437, 0.1070], [0.1652, -1.1737, -0.4049], [1.3481, -0.6423, 0.5866]], "lowdin_charge": [-0.153, -0.112, -0.099, -0.458, -0.302, -0.396, 0.067, 0.033, 0.102, 0.094, 0.055, 0.058, 0.085, 0.158, 0.089, 0.098, 0.016, -0.037, -0.174, 0.041, 0.015, -0.181], "fmax_ha_per_bohr": 0.074, "energy_ev": -12007.04500, "charge": -1, "relative_energy_kcal_mol": 42.7, "homo_lumo_gap_ev": 7.86, "homo_energy_ha": -0.1412}